# 1
Density functional theory data (the ωB97M-V functional and the def2-TZVPD basis) for an isolated molecule of C21H27NO5.

```
! wB97M-V def2-TZVPD RIJCOSX def2/J DEFGRID3
* xyz 0 1
C -8.40 -0.17 0.44
O -8.01 1.05 -0.14
C -6.62 1.23 -0.24
C -5.94 0.33 -1.28
H -5.99 -0.71 -0.97
H -6.48 0.43 -2.23
C -4.47 0.70 -1.49
N -3.70 0.53 -0.28
C -3.30 -0.67 0.15
O -3.53 -1.72 -0.43
C -2.47 -0.61 1.44
C -1.08 -0.16 1.10
C -0.07 -1.01 0.75
C 1.25 -0.47 0.55
C 2.39 -1.24 0.31
C 3.64 -0.67 0.15
C 3.78 0.72 0.22
C 2.66 1.51 0.48
C 1.41 0.92 0.65
O 0.37 1.75 0.89
C -0.88 1.28 1.11
O -1.78 2.08 1.26
H 2.76 2.58 0.55
O 4.95 1.37 0.08
C 6.09 0.64 -0.38
C 6.03 0.55 -1.91
H 6.12 1.55 -2.34
H 5.08 0.14 -2.24
H 6.84 -0.07 -2.29
C 7.30 1.46 0.05
H 7.35 1.51 1.14
H 8.21 1.00 -0.33
H 7.22 2.47 -0.34
C 6.11 -0.75 0.27
C 4.85 -1.53 -0.07
H 4.88 -1.86 -1.12
H 4.79 -2.43 0.55
H 6.17 -0.62 1.35
H 7.00 -1.29 -0.06
H 2.31 -2.31 0.27
C -0.31 -2.48 0.58
H -0.04 -3.02 1.49
H 0.30 -2.87 -0.24
H -1.35 -2.68 0.34
H -2.92 0.12 2.11
H -2.47 -1.59 1.91
H -3.41 1.35 0.24
H -4.06 0.04 -2.26
H -4.38 1.73 -1.82
H -6.49 2.28 -0.52
H -6.15 1.07 0.74
H -7.91 -0.32 1.40
H -9.48 -0.11 0.59
H -8.18 -1.03 -0.21
*
```

## Properties
Frontier orbital gap   8.33 eV
HOMO   -8.25 eV
SMILES string   COCCCNC(=O)Cc1c(C)c2cc3c(cc2oc1=O)OC(C)(C)CC3
Relative energy (zero: lowest compared OMol25 entry of this formula, charge and spin)   0.0 kJ/mol

# 2
Density functional theory data (the ωB97M-V functional and the def2-TZVPD basis) for a structure of composition C21H28AuCl2F3N4OSi.

```
! wB97M-V def2-TZVPD RIJCOSX def2/J DEFGRID3
* xyz 2 3
Au -0.16 -0.94 -0.29
Cl -0.12 -2.56 4.63
C 0.98 -1.22 4.48
Cl 1.53 -1.00 2.78
H 1.86 -1.42 5.08
H 0.49 -0.31 4.79
N 1.86 -1.22 -0.35
C 2.97 -0.92 -0.21
N 4.24 -0.71 -0.11
C 5.00 -0.98 1.15
C 6.29 -1.67 0.78
O 7.01 -0.90 -0.17
C 6.31 -0.78 -1.40
C 5.01 -0.03 -1.20
H 4.39 -1.60 1.81
H 5.21 -0.03 1.64
H 6.09 -2.67 0.38
H 6.91 -1.76 1.66
H 6.11 -1.76 -1.83
H 6.94 -0.21 -2.08
H 4.42 -0.03 -2.11
H 5.21 0.99 -0.89
F 0.10 5.94 -1.66
C -0.41 5.48 -0.51
F 0.25 6.04 0.51
F -1.69 5.85 -0.44
C -0.31 3.97 -0.47
C -0.97 3.23 -1.44
C -0.88 1.86 -1.39
N -0.16 1.25 -0.43
C 0.49 1.95 0.50
C 0.43 3.33 0.51
H -1.54 3.71 -2.22
H -1.37 1.23 -2.12
H 1.05 1.40 1.25
H 0.95 3.90 1.28
C -4.06 -2.25 1.60
Si -3.17 -0.70 1.15
C -4.23 0.78 0.87
C -1.93 -0.32 2.46
N -2.20 -1.02 -0.39
C -2.74 -1.33 -1.58
C -4.17 -1.50 -1.72
C -4.72 -1.80 -2.94
C -3.91 -1.95 -4.07
C -2.52 -1.80 -3.97
C -1.95 -1.50 -2.77
H -4.44 -2.16 2.62
H -3.38 -3.10 1.56
H -4.91 -2.47 0.95
H -4.69 1.06 1.82
H -5.04 0.61 0.15
H -3.64 1.63 0.52
H -2.47 -0.12 3.39
H -1.31 0.56 2.24
H -1.27 -1.18 2.64
H -4.81 -1.42 -0.86
H -5.79 -1.92 -3.02
H -4.36 -2.18 -5.03
H -1.90 -1.93 -4.85
H -0.87 -1.40 -2.71
*
```

## Properties
Frontier orbital gap (spin up / spin down)   8.56 / 6.26 eV
HOMO (spin up / spin down)   -14.55 / -14.98 eV
Relative energy (zero: lowest compared OMol25 entry of this formula, charge and spin)   14.8 kJ/mol

# 3
Density functional theory data (the ωB97M-V functional and the def2-TZVPD basis) for the ion C21H28ClN2O2 with charge +1.

```
! wB97M-V def2-TZVPD RIJCOSX def2/J DEFGRID3
* xyz 1 1
O -0.57 -0.06 3.93
H -0.97 -0.20 4.80
C -1.57 -0.10 2.94
H -2.49 0.39 3.29
C -1.93 -1.53 2.49
H -2.83 -1.47 1.87
H -2.14 -2.16 3.36
O -0.95 -2.14 1.67
C 0.03 -2.94 2.30
C 1.26 -2.09 2.68
N 1.49 -1.15 1.57
H 0.53 -1.00 1.16
C 2.31 -1.68 0.46
C 2.30 -0.63 -0.67
N 1.24 0.31 -0.37
C 1.65 1.14 0.76
C 1.96 0.20 1.94
H 3.03 0.15 2.15
H 1.45 0.53 2.84
H 2.53 1.75 0.51
H 0.83 1.81 1.01
C 0.76 1.08 -1.52
C -0.38 1.99 -1.10
C -1.51 1.46 -0.50
C -2.56 2.27 -0.12
C -2.48 3.64 -0.35
C -1.36 4.18 -0.96
C -0.32 3.36 -1.33
H 0.55 3.79 -1.80
H -1.31 5.25 -1.14
Cl -3.79 4.66 0.13
H -3.44 1.86 0.34
H -1.59 0.39 -0.35
C 0.25 0.17 -2.62
C -0.38 -1.03 -2.33
C -0.89 -1.82 -3.36
C -0.77 -1.40 -4.67
C -0.14 -0.20 -4.96
C 0.36 0.58 -3.94
H 0.85 1.52 -4.17
H -0.05 0.13 -5.98
H -1.16 -2.01 -5.47
H -1.37 -2.75 -3.12
H -0.48 -1.37 -1.31
H 1.58 1.71 -1.93
H 3.28 -0.12 -0.73
H 2.10 -1.10 -1.63
H 1.87 -2.61 0.12
H 3.32 -1.87 0.83
H 1.04 -1.51 3.58
H 2.14 -2.72 2.85
H -0.37 -3.44 3.19
H 0.30 -3.70 1.57
H -1.19 0.46 2.08
*
```

## Properties
Frontier orbital gap   9.13 eV
HOMO   -11.23 eV
SMILES string   OCCOCC[NH+]1CCN([C@@H](c2ccccc2)c2ccc(Cl)cc2)CC1
Relative energy (zero: lowest compared OMol25 entry of this formula, charge and spin)   7.0 kJ/mol

# 4
Density functional theory data (the ωB97M-V functional and the def2-TZVPD basis) for a structure of composition C21H28ClN4O4Zr.

```
! wB97M-V def2-TZVPD RIJCOSX def2/J DEFGRID3
* xyz 1 1
Zr 0.28 0.78 1.16
N -0.13 3.02 1.95
C -1.42 3.49 1.41
C -2.37 2.31 1.23
O -3.51 2.54 0.87
N -1.80 1.11 1.50
C -2.68 -0.05 1.45
C -1.87 -1.24 0.96
O -2.38 -2.22 0.48
O -0.56 -1.05 1.08
H -0.25 2.82 2.94
H 0.57 3.75 1.90
H -1.27 3.97 0.44
H -1.91 4.22 2.05
H -3.54 0.11 0.80
H -3.07 -0.29 2.44
N 1.22 2.32 -0.52
C 1.88 1.63 -1.67
C 2.67 0.44 -1.16
N 1.78 -0.39 -0.32
H 0.44 2.86 -0.87
H 1.87 2.98 -0.11
H 2.54 2.31 -2.21
H 1.11 1.29 -2.34
H 3.51 0.77 -0.55
H 3.07 -0.12 -2.01
H 2.31 -1.11 0.17
H 1.11 -0.88 -0.91
C -2.89 1.17 -2.20
C -1.68 0.31 -2.00
O -0.85 0.57 -1.13
C -1.48 -0.87 -2.88
C -1.94 -0.87 -4.20
C -1.70 -1.96 -5.01
C -1.04 -3.07 -4.51
C -0.62 -3.09 -3.19
C -0.83 -1.99 -2.38
H -3.05 1.83 -1.36
H -3.77 0.54 -2.34
H -2.77 1.76 -3.11
H -2.46 -0.01 -4.59
H -2.05 -1.94 -6.04
H -0.88 -3.93 -5.15
H -0.15 -3.98 -2.79
H -0.57 -2.04 -1.33
Cl 3.03 1.27 2.14
C 2.79 -0.39 2.67
C 3.79 -1.33 2.45
C 3.55 -2.64 2.82
C 2.33 -2.98 3.41
C 1.37 -2.01 3.63
C 1.57 -0.68 3.28
C 0.55 0.39 3.40
H 4.73 -1.03 2.00
H 4.31 -3.39 2.66
H 2.14 -4.00 3.70
H 0.42 -2.29 4.09
H 0.92 1.24 3.98
H -0.37 0.02 3.84
*
```

## Properties
Frontier orbital gap   8.34 eV
HOMO   -11.18 eV
Relative energy (zero: lowest compared OMol25 entry of this formula, charge and spin)   9.9 kJ/mol

# 5
Density functional theory data (the ωB97M-V functional and the def2-TZVPD basis) for a cluster of 2 separate species, C21H28F17N2O3P in total.

```
! wB97M-V def2-TZVPD RIJCOSX def2/J DEFGRID3
* xyz 0 1
C -2.54 2.81 3.13
P -1.42 1.40 3.47
O -0.09 2.19 4.11
C -0.74 1.09 1.79
N 0.00 -0.20 1.77
C 1.45 -0.01 1.67
C 1.78 0.24 0.19
C 3.20 0.65 -0.09
F 3.54 0.30 -1.36
F 4.07 0.03 0.75
C 3.46 2.18 0.07
F 2.53 2.86 -0.62
F 3.28 2.47 1.37
C 4.91 2.69 -0.33
F 5.65 1.68 -0.82
F 5.50 3.14 0.78
C 5.00 3.87 -1.35
F 6.28 4.28 -1.31
F 4.24 4.88 -0.92
C 4.70 3.52 -2.85
F 5.83 3.02 -3.37
F 3.75 2.58 -2.96
C 4.31 4.75 -3.74
F 4.62 4.42 -5.01
F 5.10 5.78 -3.38
C 2.81 5.21 -3.72
F 2.21 4.83 -2.59
F 2.79 6.55 -3.80
C 1.95 4.68 -4.92
F 0.67 4.90 -4.65
F 2.28 5.33 -6.04
F 2.13 3.36 -5.10
C -1.92 1.15 0.79
O -2.87 0.36 1.02
O -1.82 2.00 -0.11
H -2.22 3.42 2.28
H -2.60 3.42 4.03
H -3.52 2.38 2.92
H -0.37 2.80 4.80
H -0.05 1.90 1.50
H -0.20 -0.71 2.62
H 1.78 0.82 2.29
H 1.93 -0.93 2.00
H 1.08 0.96 -0.24
H 1.64 -0.70 -0.35
C -3.11 -6.77 -0.57
C -2.89 -5.47 -1.33
C -2.37 -4.28 -0.54
N -3.26 -3.72 0.53
C -4.67 -3.60 0.05
C -3.21 -4.52 1.82
C -2.51 -3.63 2.84
C -2.90 -2.22 2.39
C -2.77 -2.31 0.89
H -3.89 -6.69 0.19
H -3.41 -7.56 -1.26
H -2.19 -7.10 -0.08
H -3.81 -5.19 -1.86
H -2.15 -5.64 -2.12
H -2.18 -3.45 -1.23
H -1.43 -4.52 -0.04
H -5.10 -4.59 -0.06
H -4.67 -3.07 -0.90
H -5.22 -3.03 0.79
H -4.23 -4.74 2.12
H -2.68 -5.45 1.63
H -1.42 -3.76 2.77
H -2.81 -3.86 3.85
H -2.27 -1.43 2.76
H -3.92 -1.97 2.68
H -1.72 -2.23 0.59
H -3.34 -1.57 0.35
*
```

## Properties
Frontier orbital gap   7.06 eV
HOMO   -7.15 eV

# 6
Density functional theory data (the ωB97M-V functional and the def2-TZVPD basis) for an isolated molecule of C21H28N2O6S.

```
! wB97M-V def2-TZVPD RIJCOSX def2/J DEFGRID3
* xyz 0 1
C -3.13 -2.83 -3.29
H -3.52 -3.18 -2.32
O -1.77 -2.47 -3.20
C -1.43 -1.40 -2.44
C -2.30 -0.70 -1.62
C -1.85 0.40 -0.90
C -0.55 0.82 -1.05
C 0.34 0.14 -1.86
C -0.08 -0.99 -2.54
O 0.71 -1.75 -3.33
C 2.08 -1.41 -3.43
H 2.21 -0.45 -3.94
H 2.57 -1.38 -2.46
H 2.53 -2.20 -4.04
H 1.34 0.52 -1.97
S 0.00 2.28 -0.19
O 0.89 3.02 -1.04
O -1.14 2.97 0.34
N 0.88 1.60 1.09
C 2.22 1.24 0.69
C 2.37 -0.25 0.42
O 3.24 -0.70 -0.31
N 1.49 -1.02 1.09
H 0.75 -0.54 1.58
C 1.44 -2.46 0.97
C 0.12 -2.96 0.51
C -1.15 -2.73 0.97
C -2.01 -3.52 0.16
C -1.20 -4.16 -0.72
O 0.08 -3.82 -0.52
H -1.40 -4.86 -1.51
H -3.07 -3.60 0.25
H -1.44 -2.09 1.77
H 1.69 -2.90 1.95
H 2.21 -2.75 0.25
H 2.50 1.80 -0.20
H 2.94 1.50 1.48
C 0.68 2.08 2.45
C -0.71 1.69 2.96
C -0.87 2.13 4.42
C -0.66 3.63 4.55
C 0.72 4.02 4.03
C 0.89 3.59 2.58
H 1.88 3.85 2.21
H 0.16 4.09 1.95
H 0.85 5.10 4.11
H 1.49 3.55 4.65
H -0.77 3.94 5.59
H -1.42 4.15 3.96
H -0.14 1.60 5.04
H -1.87 1.86 4.77
H -0.85 0.61 2.87
H -1.46 2.18 2.35
H 1.42 1.56 3.07
H -2.52 0.96 -0.26
H -3.33 -1.01 -1.53
H -3.74 -1.99 -3.64
H -3.17 -3.64 -4.01
*
```

## Properties
Frontier orbital gap   8.95 eV
HOMO   -8.35 eV
SMILES string   COc1ccc(S(=O)(=O)N(CC(=O)NCc2ccco2)C2CCCCC2)cc1OC
Relative energy (zero: lowest compared OMol25 entry of this formula, charge and spin)   221.1 kJ/mol

no.,energy (eV)
1,-33944.064
2,-74991.600
3,-41822.820
4,-50184.366
5,-86839.675
6,-48330.895